(1)
Below is a molecular structure, C20H21Cl2NZn, with properties calculated with ωB97M-V/def2-TZVPD.

```
45
Properties=species:S:1:pos:R:3:lowdin_charge:R:1
C 4.2949 0.6363 2.4700 -0.147
C 4.2845 -0.8471 2.0668 -0.150
C 2.8100 -1.2427 1.9148 -0.111
N 2.0924 0.0265 1.7338 -0.043
C 0.7877 0.0684 1.5174 0.034
C 0.0574 1.2949 1.2984 -0.192
C 0.5648 2.3008 0.4344 -0.026
C -0.0559 3.5528 0.3756 -0.056
C -1.2126 3.8127 1.1330 -0.059
C -1.7526 2.8093 1.9532 -0.066
C -1.1412 1.5546 2.0339 -0.002
C 2.9414 1.1980 1.9982 -0.113
H 4.3932 0.7295 3.5571 0.114
H 5.1313 1.1594 2.0099 0.113
H 4.7808 -0.9613 1.0968 0.117
H 4.7998 -1.4745 2.7910 0.114
H 2.6457 -1.9065 1.0494 0.136
H 2.4363 -1.7585 2.8135 0.136
H 0.2170 -0.8542 1.6795 0.147
H 1.4599 2.0821 -0.1456 0.114
H 0.3793 4.3211 -0.2629 0.110
H -1.6857 4.8058 1.0818 0.114
H -2.6626 3.0134 2.5250 0.112
H -1.5367 0.7813 2.6896 0.117
H 2.5138 1.8962 2.7361 0.144
H 3.1125 1.7598 1.0679 0.118
Cl 0.3950 -0.4407 -6.2348 -0.086
Zn -0.3722 -2.2202 -5.3608 0.174
Cl -1.0404 -4.1287 -4.7298 -0.095
C -1.3165 -0.5562 -3.1557 -0.187
C -0.1007 -0.8031 -2.4698 -0.171
C -0.4202 -1.4406 -1.2451 -0.115
C -1.8456 -1.6023 -1.1806 -0.227
C -2.4074 -1.0844 -2.4104 -0.228
C -3.7879 -1.1192 -2.6547 -0.054
C -4.6441 -1.5824 -1.6616 -0.125
C -4.1107 -2.0401 -0.4441 -0.126
C -2.7276 -2.0831 -0.2158 -0.073
H -1.4602 0.0052 -4.0633 0.045
H 0.8922 -0.5964 -2.8747 0.075
H 0.2825 -1.8090 -0.5042 0.054
H -4.1801 -0.7389 -3.6011 0.105
H -5.7234 -1.5904 -1.8167 0.089
H -4.7879 -2.4136 0.3201 0.082
H -2.3001 -2.5136 0.6843 0.088
```

For the highest occupied orbital energy, the calculation gives -5.6 eV. The LUMO energy is -1.783 eV. The total energy comes out at -3529.161892 Ha.

(2)
Below is a molecular structure, C18H29ORuSi, with properties calculated with ωB97M-V/def2-TZVPD.

```
50
Properties=species:S:1:pos:R:3:lowdin_charge:R:1
Ru 0.7738 -0.9250 0.0826 1.055
C 0.6633 -2.4434 1.4383 -0.343
C -0.6254 -1.8632 1.7068 -0.234
C -1.5115 -2.1974 0.6368 -0.200
H -0.9139 -1.3503 2.6398 0.085
C -0.8180 -3.0368 -0.2722 -0.173
C 0.5453 -3.1290 0.1672 -0.287
H 1.3109 -3.7768 -0.2683 0.082
H 1.5230 -2.4813 2.1148 0.065
H -2.5451 -1.8909 0.5500 0.061
H -1.2528 -3.5477 -1.1193 0.072
C 2.4299 0.0107 -0.8190 -0.329
C 2.4140 -1.4085 -1.0458 -0.350
C 1.5176 -1.6541 -2.1356 -0.231
H 3.1181 -2.1279 -0.5805 0.095
C 1.0121 -0.4329 -2.6047 -0.186
C 1.5010 0.5916 -1.7455 -0.199
H 1.2294 1.6577 -1.8064 0.082
H 3.1274 0.5543 -0.1622 0.051
H 1.2970 -2.6406 -2.5878 0.089
H 0.3930 -0.2772 -3.4752 0.059
O -0.2424 0.7925 1.0714 -0.455
C -2.6525 0.9155 -2.2530 -0.352
C -2.5411 1.2629 -0.7181 -0.246
C -2.8932 -0.4899 -2.6179 -0.136
C -1.9265 1.8150 -3.1658 -0.186
C -1.7345 1.2852 0.6799 -0.150
H -3.4137 0.7295 -0.3468 0.048
H -2.7790 2.3212 -0.7979 0.026
H -1.8285 2.2513 1.1191 0.032
H -2.2754 0.6486 1.3520 0.056
H -3.5416 -0.6211 -3.4923 0.054
H -3.2703 -1.0400 -1.7388 0.060
H -1.8851 -0.9158 -2.8211 0.072
H -2.5492 2.3436 -3.9001 0.037
H -1.1833 1.1856 -3.6786 0.051
H -1.3598 2.5403 -2.5362 0.063
C 2.7276 0.1416 2.5347 -0.228
Si 1.0900 1.1381 2.0781 0.377
C 0.2116 1.1195 3.7725 -0.214
C 1.7999 2.6722 1.2252 -0.211
H 2.5835 -0.8721 2.9395 -0.005
H 3.2076 0.7230 3.3449 0.001
H 3.4842 0.0506 1.7397 -0.001
H 0.5536 1.8644 4.5030 0.001
H -0.8494 1.3270 3.5796 0.003
H 0.2770 0.1393 4.2684 0.017
H 2.0886 3.4306 1.9603 0.000
H 2.6895 2.5016 0.6007 0.015
H 1.0234 3.1081 0.5842 0.009
```

For the highest occupied orbital energy (alpha / beta), the calculation gives 3.2 / 0.1 eV. The LUMO energy (alpha / beta) is 5.441 / 5.456 eV. As for the multiplicity: 6. The total energy comes out at -1162.519076 Ha. Its total charge is -2.